A structure of composition C23H30N4O5S, computed with ωB97M-V with the def2-TZVPD basis set.

```
63
Properties=species:S:1:pos:R:3:forces:R:3:mulliken_charge:R:1
S 2.326572 -0.672067 -3.662607 -10.841 4.557 -6.815 1.096
O -3.229682 -0.487198 -0.583921 2.156 4.953 -2.305 -0.718
O 1.454283 -0.512940 -5.069800 3.496 -0.309 5.127 -0.816
O -2.157155 1.278491 -1.728047 -1.192 1.634 0.275 -0.624
O 3.404292 -1.531437 -3.794457 3.502 -2.131 1.185 -0.612
O 1.168252 2.238903 -0.206163 5.743 6.611 -6.461 -0.368
N -2.398911 -1.373473 3.561315 2.058 -5.520 -9.881 0.056
N -1.747822 -2.119525 0.433695 15.752 -8.735 0.626 -0.051
N -2.212925 0.233350 -1.208768 -2.023 -8.530 2.217 1.120
N 2.513425 0.999916 -3.077518 -0.998 -3.154 -3.819 0.352
C -0.674034 1.614255 0.895709 -5.043 -1.516 3.739 -0.928
C -2.141858 -0.878369 4.735130 -6.148 16.220 -7.637 -1.025
C 4.024655 2.445921 -4.102952 1.871 2.202 -3.134 -0.427
C 1.267320 -2.190043 -1.662082 2.473 2.458 -5.063 -0.713
C -1.131242 -0.795496 -1.378931 0.952 2.453 -2.725 0.557
C -4.198022 -0.240318 3.921241 -7.042 -3.594 -4.651 -1.206
C -1.499587 -2.896517 1.681620 6.398 5.081 -5.269 -2.050
C 3.801479 0.951502 -2.344809 -5.356 13.485 -0.610 -1.313
C 0.621962 1.477771 0.565434 -6.802 3.062 0.463 1.212
C -3.645133 -0.421754 5.137260 6.583 -0.635 8.823 -0.229
C 0.898260 -0.603663 1.667993 2.865 -1.693 1.632 -0.758
C -3.683826 -1.243264 2.871223 1.034 -3.134 4.530 -0.388
C 1.302099 0.531625 0.902991 8.934 -12.623 4.351 -0.071
C 0.900132 -1.162397 -2.596657 0.836 1.865 0.583 0.015
C 4.815713 1.567454 -3.199920 -9.534 -8.745 -6.207 -1.461
C -1.295292 0.617890 1.662914 9.589 -1.162 -1.204 -1.192
C 2.511319 1.972210 -4.344961 6.789 -3.229 4.341 -0.975
C -0.959974 -2.015138 -0.611879 3.249 3.735 -1.353 0.137
C -0.259138 -0.291330 -2.450922 2.139 -5.228 2.077 -0.343
C 0.469163 -2.571995 -0.770151 -8.393 -3.765 7.212 -0.629
C -1.196089 -1.813438 2.557722 2.753 2.788 10.040 0.158
C 0.571428 3.331621 -0.775227 -5.848 -1.073 0.931 -0.880
C -0.313332 -0.508368 2.126501 -9.127 -0.771 -0.783 0.171
H -2.523439 -1.915452 0.469029 -17.473 5.703 -0.708 0.137
H 1.097830 3.837548 -1.462940 2.787 1.146 -2.316 0.303
H 2.253159 1.570873 -5.257154 -0.289 -1.378 -1.621 0.433
H 0.562377 -3.456621 -0.012568 0.691 1.695 -1.769 0.086
H 5.015611 0.511293 -3.753948 0.607 2.456 0.313 0.214
H -1.436571 0.056114 4.551363 -0.764 -0.912 1.102 0.170
H -4.209315 -2.342755 2.931059 0.498 2.567 -0.342 0.160
H -0.423900 2.987274 -1.368879 1.987 0.804 1.398 0.171
H 3.136710 1.813514 -1.530240 3.351 -1.911 -1.001 0.143
H 4.204068 3.533955 -3.719471 -1.063 -1.655 -0.736 0.310
H 0.269874 4.072398 -0.019740 -0.119 -0.186 -0.032 0.417
H 1.517374 -1.675315 2.185536 -1.308 3.685 -2.308 0.034
H 4.583821 2.394250 -5.094737 -0.749 0.539 0.975 0.303
H -5.270515 -0.489848 3.993141 -0.220 0.348 -0.017 0.388
H 2.328383 0.315509 0.593912 -0.124 1.198 -0.511 0.307
H -3.556204 0.491793 5.987368 -0.612 -2.309 -2.660 0.276
H -2.214773 0.551194 1.974800 -4.844 0.172 1.515 1.266
H -1.232805 2.506564 0.805253 -0.376 0.813 -0.870 0.531
H -3.818491 -1.365799 5.741791 -1.222 1.150 -0.785 0.244
H 3.756315 0.170569 -1.876775 0.926 -8.697 5.174 1.256
H 5.561407 1.871001 -2.815943 9.895 4.267 5.014 1.023
H -3.431671 -1.044981 1.880713 -0.822 1.205 -1.683 0.234
H -0.578398 -3.404845 1.493349 0.391 -0.761 0.182 0.406
H -4.245272 0.658755 3.534851 0.487 4.883 -1.711 0.468
H -1.776615 -1.414564 5.270557 7.693 -11.182 11.886 0.953
H -0.537308 0.542028 -3.067639 0.334 0.092 -0.071 0.600
H -0.439466 -2.311543 3.412125 -1.606 1.013 -1.825 0.399
H 2.191004 -2.713581 -1.774380 0.695 0.027 -0.223 0.572
H 2.088076 2.820067 -4.147184 -3.833 4.321 1.479 0.375
H -2.177596 -3.501574 1.925775 -5.744 -4.650 1.918 0.720
```
Positions in Å, forces in eV/Å.

ΔE to the lowest compared entry with this formula, charge and spin   2839.1 kJ/mol
LUMO energy   -0.7 eV
HOMO level   -7.6529 eV
HOMO-LUMO gap   0.2537 hartree
Net charge   0

***

A cluster of 2 separate species, C4H8FN3 in total, computed with ωB97M-V with the def2-TZVPD basis set.

```
16
Properties=species:S:1:pos:R:3:forces:R:3:mulliken_charge:R:1
F 2.809998 -1.546810 0.469200 -0.213 0.321 0.383 -0.230
N -1.109429 -1.408161 -0.151802 0.223 -0.100 -0.525 -0.400
N 2.169654 1.804060 0.338798 0.613 -0.796 3.349 -0.734
N 2.294135 0.597443 0.378790 -0.030 1.995 -0.978 0.576
C 2.333391 2.560042 -0.821329 2.644 -1.325 -1.018 -0.665
C -0.162375 -1.622184 -0.967270 -0.850 -2.116 1.230 -0.424
C -1.343189 -2.298522 0.969060 -4.034 2.782 -0.457 -0.779
C 1.900907 -0.551450 0.415893 0.305 -2.299 -0.264 0.148
H -2.100677 -1.793896 1.695734 1.337 -0.738 -1.182 0.221
H 1.381693 2.617637 -1.196801 -2.257 0.380 -1.842 0.337
H -0.188093 -1.061256 -1.836233 0.401 1.530 -1.618 0.373
H 2.652885 3.490351 -0.496431 0.338 2.032 0.477 0.287
H 3.144735 2.203594 -1.499234 -0.976 -0.168 0.078 0.304
H 0.545429 -2.499827 -1.027529 -0.572 0.659 0.680 0.315
H -1.852603 -3.158315 0.612637 -0.258 -1.074 -0.270 0.315
H -0.512316 -2.502435 1.486005 3.331 -1.085 1.958 0.356
```
Positions in Å, forces in eV/Å.

ΔE to the lowest compared entry with this formula, charge and spin   513.0 kJ/mol
LUMO energy (spin up / spin down)   -0.4 / -0.4 eV
HOMO level (spin up / spin down)   -8.9202 / -8.9218 eV
HOMO-LUMO gap (spin up / spin down)   0.3118 / 0.3120 hartree
Net charge   0

***

An isolated molecule of C16H16ClNO5, computed with ωB97M-V with the def2-TZVPD basis set.

```
39
Properties=species:S:1:pos:R:3:forces:R:3:mulliken_charge:R:1
Cl 2.587802 1.856212 0.556073 0.272 0.155 0.056 -0.211
O 0.502582 -0.581046 -1.209671 0.342 -0.152 0.122 -0.740
O -5.168099 -1.805623 -0.565414 0.201 -0.125 0.144 -0.361
O -1.956870 -0.337199 2.550160 -0.183 0.169 0.338 -0.667
O 3.323537 -1.815857 0.573198 -0.265 0.238 0.479 -0.297
O 1.056624 -0.517563 0.980495 -0.016 -0.349 0.092 -0.320
N -1.723914 -1.058910 0.415962 -0.194 -0.172 -0.418 0.160
C -0.354242 3.789295 -1.275934 -0.021 -0.032 0.007 -0.408
C -2.971938 -1.779239 0.356318 -0.454 -0.003 0.019 -0.994
C -4.061187 -0.965677 -0.349929 0.179 -0.026 0.041 -0.263
C 1.003075 2.288581 0.007969 -0.300 0.143 -0.051 0.888
C -1.484802 3.112696 -0.853444 -0.050 0.025 -0.006 -0.967
C 1.258433 -0.842077 -0.293977 -0.145 -0.006 -0.188 0.835
C 0.891267 3.379283 -0.839734 0.064 -0.044 0.045 -0.762
C -1.365071 2.016625 -0.019244 0.123 0.059 0.064 -0.264
C -0.002044 0.378034 1.340073 -0.309 0.280 0.297 0.372
C -0.121185 1.571562 0.415691 0.162 0.110 0.011 -0.044
C -1.343263 -0.373889 1.506899 0.599 -0.001 -0.180 0.032
C 2.513196 -1.562418 -0.476278 0.175 -0.266 -1.094 0.034
C 3.077537 -2.049197 -1.633906 -0.592 0.406 0.704 -0.433
C 4.390459 -2.455229 0.099824 0.451 -0.353 -0.730 -0.420
C 4.300854 -2.630061 -1.253350 0.182 -0.001 0.556 -0.436
C -6.254036 -1.141931 -1.158736 -0.035 0.037 -0.022 -0.730
H -2.463298 3.434581 -1.174893 -0.093 0.031 -0.027 0.414
H -3.677370 -0.584131 -1.311819 -0.034 -0.009 0.098 0.383
H 0.290237 0.723386 2.341026 -0.139 -0.152 -0.251 0.453
H -4.348958 -0.103021 0.271350 0.062 -0.034 -0.053 0.313
H -2.827964 -2.715966 -0.186419 -0.018 0.028 0.059 0.313
H 1.783427 3.902908 -1.145234 0.091 0.031 -0.014 0.440
H 5.015581 -3.109037 -1.889982 0.188 -0.110 -0.070 0.464
H -5.983674 -0.734577 -2.141307 -0.027 -0.014 0.020 0.298
H -2.254038 1.502474 0.310357 -0.101 -0.038 0.001 0.400
H 2.654382 -1.983822 -2.614722 -0.144 0.046 -0.182 0.542
H -1.199693 -0.937491 -0.445180 0.049 0.045 0.230 0.217
H -6.613738 -0.321495 -0.525315 -0.009 -0.025 -0.025 0.299
H 5.148540 -2.737896 0.804340 0.015 0.013 0.173 0.460
H -7.042722 -1.881681 -1.276787 -0.055 0.077 -0.044 0.262
H -3.286429 -1.999109 1.378269 0.034 -0.062 -0.143 0.349
H -0.438461 4.638607 -1.936113 -0.002 0.079 -0.058 0.391
```
Positions in Å, forces in eV/Å.

ΔE to the lowest compared entry with this formula, charge and spin   0.0 kJ/mol
LUMO energy   0.4 eV
SMILES string   COCCNC(=O)[C@@H](OC(=O)c1ccco1)c1ccccc1Cl
HOMO level   -9.1442 eV
HOMO-LUMO gap   0.3513 hartree
Net charge   0

***

A structure of composition C15H25NO3, computed with ωB97M-V with the def2-TZVPD basis set.

```
44
Properties=species:S:1:pos:R:3:forces:R:3:mulliken_charge:R:1
O -5.295991 1.562115 -0.858954 -0.179 4.138 -5.906 -0.335
O -0.619127 -1.637460 -0.389735 6.522 0.727 -4.812 -0.391
O -1.491632 -1.375692 1.745157 1.001 1.705 -3.653 -0.466
N 3.824674 1.425259 -0.360690 1.676 -0.573 1.677 0.218
C -4.980927 0.720056 -1.916693 0.546 -4.841 1.068 -0.521
C 3.608151 0.575545 -1.364055 2.883 -8.032 0.964 -1.268
C 2.572831 -0.509329 -1.135107 -6.188 -6.379 5.742 -0.023
C -2.772329 0.476456 1.147047 -9.794 1.796 -2.883 0.583
C 4.162773 0.860349 1.056379 4.241 6.517 -6.278 -0.396
C 2.944917 2.418825 -0.521621 -2.060 6.199 9.432 -1.177
C -3.971103 0.561514 0.859504 1.283 2.896 0.311 -0.031
C 5.587459 0.309833 0.722804 -1.248 -0.520 5.869 -1.250
C -1.529827 0.164968 1.285979 4.113 -4.715 8.907 -0.648
C 0.816465 -2.400213 -0.088013 -2.773 6.665 4.137 0.453
C -1.548082 -1.924358 0.378106 -1.264 -6.576 6.791 -0.465
C 1.002089 -3.677719 -0.657244 3.427 0.175 -1.646 -1.356
C 1.567654 2.252046 0.229198 -0.290 -0.305 -8.271 -1.005
C -5.267736 1.312934 0.376531 1.290 -11.278 2.774 -0.683
C 1.725729 -1.326300 -0.457429 6.569 5.272 -5.681 0.091
H 3.521644 0.106167 1.176201 -2.781 -2.566 1.904 0.352
H 1.206333 1.492665 -0.495326 -1.185 -0.155 1.370 0.192
H -0.753375 0.604390 0.853489 3.145 0.973 -3.065 0.185
H 4.214960 1.935703 1.469445 -0.357 -2.389 1.026 0.435
H 2.126648 -3.869684 -0.500779 -1.917 -0.746 0.253 0.306
H -5.647564 -0.205424 -1.783636 0.159 1.068 -0.426 0.304
H 6.374774 0.877524 0.336069 0.367 1.546 -1.147 0.325
H 0.951757 3.112586 0.116360 -0.335 0.801 0.168 0.508
H -6.076856 0.265425 0.652959 1.348 2.291 -0.790 0.219
H 3.301053 3.238905 0.289263 0.161 -0.570 -2.063 0.305
H -3.988568 0.123431 -1.742346 -1.061 1.808 -0.462 0.101
H 5.893448 0.290815 1.876264 0.242 -1.343 -2.227 0.342
H 0.240729 -4.335774 -0.485639 -1.341 -2.300 1.270 0.445
H -1.617760 -3.071262 0.556206 0.046 1.127 0.130 0.180
H 1.724765 1.956998 1.133366 0.549 -1.985 5.547 0.441
H 4.599175 -0.120795 -1.465646 -2.075 1.788 -1.199 0.271
H 2.740587 2.956067 -1.354019 0.309 0.862 -3.327 0.511
H 0.690442 -2.163489 1.054879 0.550 -1.720 -1.599 0.319
H -1.253143 0.338308 2.366776 -0.260 1.151 -0.581 0.265
H 0.968793 -3.517722 -1.705718 0.009 0.141 -1.347 0.433
H 5.493208 -0.634319 0.223234 0.332 -0.697 0.314 0.349
H 3.117968 1.058505 -2.079064 -0.416 2.005 -4.361 0.603
H -2.457146 -1.696176 0.067340 -4.130 1.519 -2.075 0.523
H -5.690171 1.930239 1.011622 -1.283 3.828 2.784 0.489
H -5.109391 1.046550 -2.973854 0.170 0.693 1.361 0.269
```
Positions in Å, forces in eV/Å.

ΔE to the lowest compared entry with this formula, charge and spin   1903.7 kJ/mol
LUMO energy   0.7 eV
HOMO level   -8.0590 eV
HOMO-LUMO gap   0.3234 hartree
Net charge   0

***

A structure of composition C10H10AuBClF4, computed with ωB97M-V with the def2-TZVPD basis set.

```
27
Properties=species:S:1:pos:R:3:forces:R:3:mulliken_charge:R:1
Au 0.637444 0.304853 0.120932 0.269 1.149 0.892 0.268
Cl 1.251376 2.573279 0.449950 -0.193 -0.751 -0.509 -0.572
F 0.188618 1.126685 5.570049 0.103 -0.509 0.720 -0.392
F 0.715593 -1.181978 5.651789 0.029 0.297 -0.287 -0.428
F -1.379494 -0.499955 6.189004 0.148 0.242 -0.579 -0.404
F -0.565556 -0.196172 3.960822 -0.334 -0.469 0.674 -0.346
C -1.108915 2.250413 -3.750812 0.171 -0.446 -0.319 -0.501
C -0.380428 -1.562163 0.087942 2.723 -0.968 0.687 -0.483
C -0.799335 1.022617 -4.395947 -1.315 1.653 0.781 -0.313
C 1.181185 2.052931 -3.843338 0.218 -2.724 -1.523 -0.403
C 0.115644 2.887868 -3.409258 -1.648 -0.192 -0.142 -0.313
C 0.615198 0.900396 -4.453622 2.552 1.838 0.908 -0.397
C -1.270380 -1.870140 1.197640 1.270 -0.075 1.137 -0.552
C 0.875565 -2.097418 2.027493 -1.198 -0.057 0.400 -0.434
C 1.022207 -1.781258 0.623999 -2.655 0.139 -1.432 -0.588
C -0.498500 -2.120569 2.347780 0.326 -0.908 -0.744 -0.033
B -0.263821 -0.199259 5.366721 0.035 0.669 -0.336 0.591
H 1.818908 -2.174812 0.009697 0.142 0.312 -0.035 0.575
H -1.516939 0.319355 -4.805546 0.103 0.111 0.125 0.402
H -0.622796 -1.800157 -0.927511 -0.152 0.018 -0.408 0.618
H -2.333981 -1.999629 1.144316 -0.260 0.262 -0.076 0.419
H 1.674783 -2.354962 2.720512 -0.213 0.284 -0.210 0.417
H -2.103738 2.649134 -3.582654 0.235 -0.130 0.043 0.381
H 1.165849 0.088021 -4.915904 -0.072 0.147 0.160 0.378
H 2.239096 2.274299 -3.755840 -0.219 -0.105 0.066 0.368
H 0.218963 3.852694 -2.925938 -0.017 -0.211 0.001 0.397
H -0.876534 -2.464061 3.297736 -0.045 0.424 0.006 0.341
```
Positions in Å, forces in eV/Å.

Multiplicity   3
LUMO energy (spin up / spin down)   2.7 / 0.1 eV
Expectation value of S²   2.0396
HOMO level (spin up / spin down)   -6.1332 / -6.2368 eV
HOMO-LUMO gap (spin up / spin down)   0.3236 / 0.2321 hartree
Net charge   -1

***

A cluster of 3 separate species, C4H13NO2 in total, computed with ωB97M-V with the def2-TZVPD basis set.

```
20
Properties=species:S:1:pos:R:3:forces:R:3:mulliken_charge:R:1
O -3.796457 1.577087 2.003233 -0.544 0.090 -0.093 -0.663
O -6.445831 2.547052 -0.451712 0.286 -0.204 0.087 -0.629
N 0.553487 -0.651015 0.912787 -1.564 0.831 -0.257 -0.307
C 2.450568 -1.066827 -0.484133 -0.108 -0.063 -0.644 1.005
C 2.975624 0.306966 -0.376856 0.283 0.290 1.098 -1.455
C 1.188784 -1.395558 0.037238 0.256 -0.104 0.161 -0.173
C 3.167628 -2.059831 -1.315067 -0.246 0.368 -0.146 -1.260
H 0.676372 -2.305753 -0.253543 0.275 -0.153 0.132 0.352
H 2.230635 1.061551 -0.619488 -0.120 0.040 -0.480 0.406
H -4.609473 1.261091 1.578636 0.307 -0.077 0.114 0.320
H 4.181606 -2.247660 -0.957322 -0.040 -0.074 0.185 0.355
H -5.962419 2.127230 -1.178313 -0.109 0.211 0.281 0.324
H -5.786636 2.760694 0.223859 -0.116 0.044 -0.373 0.310
H 2.601285 -2.971180 -1.437298 0.086 -0.351 0.099 0.376
H 3.302455 -1.613230 -2.301475 0.066 0.047 -0.198 0.370
H -4.134826 2.151635 2.703858 0.223 -0.095 -0.039 0.339
H -0.429807 -0.846729 1.110238 0.426 -0.305 0.109 0.297
H 3.201937 0.559936 0.669441 0.112 -0.232 0.068 0.410
H 3.901569 0.466081 -0.918861 -0.117 -0.045 -0.241 0.357
H 0.733503 0.338464 1.054783 0.643 -0.218 0.139 0.267
```
Positions in Å, forces in eV/Å.

Multiplicity   2
ΔE to the lowest compared entry with this formula, charge and spin   0.0 kJ/mol
LUMO energy (spin up / spin down)   -3.4 / -6.7 eV
Expectation value of S²   0.7565
HOMO level (spin up / spin down)   -13.5703 / -13.5703 eV
HOMO-LUMO gap (spin up / spin down)   0.3733 / 0.2523 hartree
Net charge   +1

***

Summary of maximum force in eV/A
18.95; 4.92; 1.14; 11.69; 3.27; 1.79
(order as listed above)